12 unconnected molecules or ions with the total composition C64H156N4O28 in a non-equilibrium geometry. Source: the Open Molecules 2025 dataset; level of theory: ωB97M-V/def2-TZVPD.

Element x y z (Å)
O: -3.68802 13.59856 18.38014
O: 1.89776 16.45834 14.37438
O: -7.15536 10.84756 9.06729
O: -3.78310 7.88995 21.15443
O: -9.26009 19.36990 8.58019
O: -10.15187 18.23221 5.32468
O: -1.91239 12.64673 4.35964
O: -2.89119 16.14317 9.25532
O: -3.28964 13.74152 6.60746
O: -5.90089 14.69638 10.94371
O: -4.86921 5.67349 13.71651
O: 0.03321 7.20259 12.03811
O: -7.10713 2.61374 20.11929
O: -2.29384 6.77228 13.80136
O: -7.42908 7.35420 18.69451
O: -10.48470 16.78286 10.40713
O: -1.68377 10.82255 9.93265
O: -5.24112 12.48125 13.07588
O: -6.88307 4.26970 17.83869
O: 0.51485 12.36890 8.42693
O: -0.86855 12.94628 17.80852
O: -6.03985 12.69775 19.65937
O: 2.59862 11.15230 6.33590
O: -7.65864 12.24909 6.61405
O: -8.02429 9.69419 11.83614
O: -8.69355 14.48928 15.38137
O: -4.76213 11.07151 15.61989
O: -6.81755 20.62149 13.62349
N: -5.58365 8.04651 24.38557
N: -4.26370 20.58346 12.43564
N: -8.81488 14.34548 11.75172
N: 1.20342 14.32079 12.65174
C: -4.79627 5.47462 12.33529
C: -3.05588 13.80350 17.12396
C: -9.35149 18.89442 9.90507
C: -7.53580 13.71491 15.53226
C: 0.06690 12.54027 9.75074
C: -6.48305 11.51497 6.88796
C: -8.12856 20.44286 14.10511
C: -4.62860 8.43031 22.13085
C: -6.69502 2.32195 21.44277
C: -5.18403 11.10222 13.23846
C: -3.36131 8.89202 20.26660
C: -4.79187 14.42645 11.74941
C: -7.85644 3.81833 20.03014
C: -2.94715 13.57031 4.24608
C: -1.08647 13.00986 19.20024
C: 1.45135 10.31645 6.37104
C: 2.34906 12.41662 6.88951
C: -3.09822 14.48882 5.44237
C: -5.26469 19.94237 10.30356
C: -0.97068 6.69005 11.21668
C: 0.06558 6.58604 13.29738
C: -4.62805 12.91586 11.86960
C: -8.07145 4.14725 18.56874
C: -8.41476 8.22105 18.21995
C: -6.75647 6.72160 17.63900
C: -6.10878 5.41940 18.12323
C: -0.63729 13.21760 4.42601
C: -0.99225 7.06595 14.24772
C: -10.67137 18.17879 10.25274
C: -5.92899 6.33130 22.68480
C: -1.98019 12.72081 17.01243
C: -6.12440 11.48288 8.35828
C: -1.39268 12.21223 9.86168
C: -4.63216 6.97760 14.10548
C: -9.27178 18.30936 7.63521
C: -4.75271 14.44402 18.67462
C: -5.47949 13.97474 19.90293
C: -7.89797 9.12115 10.54128
C: -11.74217 16.15743 10.53541
C: -5.65535 10.71316 14.60385
C: -6.59176 19.94291 12.42934
C: -7.48868 13.65126 6.66634
C: 0.32369 15.47141 12.90044
C: 0.54266 16.07517 14.26994
C: -3.27208 7.18497 14.71311
C: -1.07702 10.11179 10.97131
C: -11.50143 18.18736 5.71152
C: -6.60571 12.05407 20.79518
C: -9.33208 14.28950 14.14222
C: -2.53716 17.48410 9.40884
C: -6.08227 16.04292 10.60144
C: -6.80065 9.64573 9.67068
C: -8.62984 15.06755 13.02936
C: -4.97949 7.40910 23.19053
C: -5.49390 20.63552 11.64013
C: -9.30766 18.91701 6.23480
C: -8.24675 11.08065 11.96702
C: -1.13147 15.08057 12.66710
C: -9.10853 16.52754 13.07078
C: -3.57920 14.47191 7.78061
C: -2.48697 15.48132 8.05935
C: 2.25769 16.70917 15.71597
C: -5.27813 10.71015 16.89443
C: 1.90058 12.46838 8.31146
H: -6.61240 8.85702 8.91508
H: -9.27089 11.39703 11.71775
H: -1.20498 10.55121 11.97450
H: -5.00878 8.82601 24.69734
H: -3.90344 13.09596 4.04053
H: -0.96116 5.59693 11.17784
H: -5.78880 21.68277 11.47220
H: -9.25483 7.63955 17.81936
H: -4.55705 11.08816 17.61919
H: -6.24229 18.91365 12.59661
H: -1.46802 15.12016 8.25020
H: -5.13463 11.02071 8.45544
H: -1.54080 9.13224 10.95784
H: -0.90470 8.12734 14.52788
H: -6.96297 12.72142 21.58126
H: -7.72172 8.07481 10.80572
H: -5.58341 8.78916 21.69822
H: -5.24380 9.61023 16.91732
H: -8.60713 3.27415 18.17316
H: -4.43640 15.48588 18.87486
H: 2.41433 11.69071 8.91266
H: -0.09276 16.96844 14.37995
H: -11.04106 18.65145 11.17092
H: -12.19781 16.53448 11.46125
H: 3.29084 17.03549 15.78359
H: -5.94224 11.25366 21.12980
H: -6.25231 11.12979 17.15530
H: 0.65002 12.01480 10.51356
H: -1.39644 15.22916 11.62164
H: -5.61807 5.97481 11.80154
H: 2.10202 15.83818 16.36435
H: -10.09780 16.58991 12.63553
H: -11.35448 18.38798 9.41946
H: -2.72812 14.25595 3.40776
H: -3.43390 20.80408 11.90680
H: -5.21833 12.46801 11.05653
H: -0.47875 13.97769 5.20300
H: -5.40087 7.29611 14.82019
H: -4.07081 6.97479 23.62043
H: -0.00016 9.97784 10.82544
H: -4.19135 10.68190 13.01678
H: -5.82348 9.69286 10.17596
H: -2.37694 16.20909 7.24577
H: -2.67350 9.58598 20.77218
H: -5.16579 16.45278 10.16456
H: 1.67354 9.43880 5.76304
H: -6.78387 10.50977 6.58062
H: -2.87300 17.76779 10.40332
H: -6.49638 8.45535 24.19096
H: -8.79767 4.96155 18.44499
H: -2.50491 11.79803 17.29761
H: -7.49912 11.57989 20.37181
H: -7.02675 13.54409 14.57340
H: -5.85654 10.60041 12.52464
H: -5.92696 5.53680 19.20200
H: 0.52605 10.78790 6.03487
H: -8.31929 18.85743 5.77572
H: -4.75314 7.72062 13.29993
H: -7.21955 4.56786 20.52245
H: -4.58347 14.91747 7.72382
H: -3.64996 13.76872 8.61304
H: -1.30692 14.04222 12.96884
H: -1.67007 12.57347 15.98009
H: -8.19552 21.00112 15.03698
H: -6.20589 19.53677 9.91898
H: -5.87603 7.26788 17.25361
H: -5.01275 4.41739 12.12462
H: -8.78380 8.81560 19.05320
H: -5.84628 2.92507 21.77462
H: -0.36875 13.63374 3.44168
H: -3.07753 18.10709 8.68016
H: 1.60395 17.49060 16.14115
H: -5.76166 9.61699 14.68032
H: -6.86033 14.00074 5.82860
H: -3.82305 13.78483 16.34124
H: -3.11701 8.21501 15.06041
H: -9.56715 19.98455 6.26077
H: 0.21689 13.61282 9.96764
H: -11.70066 17.34277 6.37928
H: -3.57103 12.63633 11.82966
H: -7.80756 12.71814 15.90920
H: -7.38344 6.45634 16.77953
H: -0.04407 5.49286 13.20395
H: -6.03048 12.50000 8.75627
H: -1.79686 12.61852 10.80150
H: 0.57975 16.24215 12.16480
H: 0.12197 12.47200 4.65761
H: -6.59953 1.24044 21.52701
H: -6.98401 16.10427 10.00001
H: 0.81794 13.47850 13.07406
H: -3.98880 15.12392 5.30914
H: -11.76061 19.10817 6.25017
H: -1.98590 6.97611 11.51582
H: -4.75310 13.86979 20.71682
H: -4.32914 21.13399 13.27871
H: -6.42040 5.82079 23.50915
H: -8.06430 8.89763 17.43470
H: -8.45446 18.30153 10.13933
H: 1.27424 9.94179 7.38731
H: -5.37599 5.54961 22.15441
H: -3.19028 6.51280 15.58803
H: -1.46733 17.67979 9.27220
H: 1.05352 6.70882 13.74088
H: -10.12696 17.64821 7.77531
H: 1.72516 13.05064 6.24397
H: -8.13950 11.32336 13.02359
H: -6.60081 6.77817 21.94783
H: -7.48400 19.94325 11.78657
H: -5.13245 5.22887 17.68405
H: -3.87345 14.88823 11.36945
H: -10.33991 14.69949 14.22294
H: -6.26150 16.66614 11.49630
H: -9.16029 16.78237 14.13496
H: 0.28234 15.33698 15.03302
H: -9.29992 19.75553 10.57784
H: -7.55445 15.08683 13.24853
H: -4.19188 9.47574 19.85053
H: -7.55259 2.51639 22.11672
H: -4.19272 9.33634 22.58499
H: 3.31470 12.93036 6.81231
H: -4.98515 14.76513 12.78078
H: -9.13617 14.97414 11.02376
H: -2.78971 8.45197 19.45025
H: -7.59134 11.67589 11.33338
H: -8.40109 17.21908 12.61249
H: -7.90175 14.00358 11.47457
H: -1.98978 12.59156 9.03757
H: -4.62176 19.07149 10.43415
H: -12.41477 16.31138 9.68893
H: -8.31530 17.79422 7.77209
H: -2.22154 15.13985 5.49154
H: -6.30135 14.65838 20.13271
H: -2.57933 14.79747 17.13955
H: -1.83428 15.67204 13.26447
H: -8.47584 14.08371 6.53101
H: -0.88331 6.54264 15.21942
H: -11.59104 15.08809 10.67433
H: -8.82562 3.70356 20.53343
H: -8.87105 20.81169 13.39116
H: -8.31889 19.38933 14.34137
H: -1.62103 13.92006 19.48924
H: -5.42717 14.56264 17.81470
H: -6.68146 11.08103 14.74590
H: 2.07257 14.48535 13.15925
H: -9.35885 13.22340 13.89791
H: -1.63844 12.15351 19.61291
H: -7.03474 14.00206 7.60038
H: 2.36020 13.34345 8.81285
H: -4.81527 20.62236 9.58280
H: -6.80420 14.18714 16.17991
H: -8.86267 9.10622 10.01298
H: -5.62402 11.81760 6.27154
H: -12.10780 18.09205 4.81701
H: -0.91631 7.12890 10.22023
H: -3.82554 5.64753 11.86374
H: -0.12667 13.01811 19.72265

Results
2S+1 = 1
Total charge = 0
Frontier orbital gap = 9.17 eV
Structure (SMILES) = COC[C@H](C)N.COC[C@H](C)N.COC[C@H](C)N.COC[C@H](C)N.COCCOCCOC.COCCOCCOC.COCCOCCOC.COCCOCCOC.COCCOCCOC.COCCOCCOC.COCCOCCOC.COCCOCCOC